[1]
This record from the Open Molecules 2025 dataset describes a molecular structure, C41H59BBr45F2N3O6 at a distorted geometry. The level of theory is ωB97M-V/def2-TZVPD.

- gap between HOMO and LUMO (eV) = 7.1
- E_HOMO (Ha) = -0.299

Last column: Mulliken charge in e.
Atoms and positions in Å:
C: -0.158 -2.228 2.957  -0.304
C: -0.174 -0.654 3.458  0.017
O: -1.035 0.156 2.566  0.361
C: -0.228 0.636 1.433  -1.741
C: -1.103 1.610 0.379  -0.003
B: -2.333 0.506 0.045  0.099
O: -1.988 -0.757 -0.701  -0.295
N: -3.768 0.637 0.488  0.658
C: -4.592 0.106 -0.692  -0.733
C: -4.110 -0.219 1.689  -0.149
C: -1.636 2.844 1.363  -1.248
O: -0.639 3.315 2.335  -0.363
C: 0.382 4.198 1.788  1.622
C: 1.853 3.827 2.499  -0.635
C: 3.119 4.551 1.686  -0.827
C: 0.202 5.808 2.214  -0.743
C: 0.018 6.801 0.906  0.250
O: 1.062 6.610 -0.137  -0.521
C: -2.383 4.084 0.638  1.943
C: -3.033 4.998 1.889  -0.011
C: -3.697 3.768 -0.277  0.512
C: -4.101 5.189 -1.046  -0.961
N: -0.331 2.050 -0.823  1.608
C: 1.140 1.907 -0.780  -0.620
C: 1.992 2.830 -1.887  0.265
C: 3.437 2.008 -2.079  0.113
C: 4.635 2.076 -0.919  -0.141
C: 6.080 1.279 -1.065  -0.429
C: 6.377 0.325 -2.375  -0.743
C: 5.223 0.227 -3.551  -0.638
C: 3.792 1.079 -3.401  -0.713
N: -0.950 2.084 -2.008  0.445
C: -0.660 1.023 -3.014  0.073
O: -1.754 0.378 -3.514  -0.481
F: 0.622 0.592 -3.601  -0.138
C: -1.254 3.432 -2.595  0.568
O: -0.641 4.592 -2.363  -0.447
F: -2.356 3.476 -3.629  -0.340
H: 0.447 -2.827 3.782  0.224
H: -1.266 -2.638 2.865  -0.044
H: 0.404 -2.307 1.931  0.036
H: -0.557 -0.581 4.576  0.242
H: 0.957 -0.304 3.471  0.088
H: 0.133 -0.283 0.786  0.362
H: 0.718 1.149 1.865  -0.273
H: -1.682 -1.379 0.049  -0.211
H: -4.069 0.458 -1.699  0.231
H: -4.597 -1.082 -0.733  0.218
H: -5.685 0.534 -0.649  0.229
H: -3.498 -1.235 1.638  -0.192
H: -3.666 0.355 2.636  -0.179
H: -5.269 -0.371 1.740  0.408
H: -2.470 2.315 2.038  -0.042
H: 0.428 4.199 0.620  -0.559
H: 2.010 2.686 2.673  -0.038
H: 1.870 4.328 3.583  0.516
H: 3.354 5.620 2.103  0.299
H: 4.062 3.867 1.891  0.320
H: 2.920 4.503 0.533  0.130
H: -0.673 5.954 3.013  0.292
H: 1.172 6.224 2.774  0.494
H: 0.206 7.903 1.325  0.308
H: -1.079 6.823 0.474  -0.549
H: 1.934 6.732 0.375  0.292
H: -1.684 4.784 0.015  -0.489
H: -2.557 6.092 1.914  -0.269
H: -2.920 4.449 2.935  0.210
H: -4.193 5.172 1.748  -0.274
H: -4.616 3.459 0.410  -0.099
H: -3.564 2.976 -1.121  -0.066
H: -4.726 4.891 -2.015  0.335
H: -3.130 5.813 -1.344  0.100
H: -4.792 5.787 -0.315  0.301
H: 1.452 0.766 -0.935  0.405
H: 1.675 2.224 0.241  -0.187
H: 2.156 3.939 -1.506  0.231
H: 1.462 2.909 -2.925  0.294
H: 4.438 2.744 0.021  -0.050
H: 6.850 1.446 -0.184  0.278
H: 7.389 -0.266 -2.471  0.664
H: 5.449 -0.459 -4.486  0.295
H: 3.053 0.969 -4.310  0.511
C: -7.738 5.331 3.016  -0.380
Br: -9.106 6.146 1.899  -0.022
Br: -7.077 3.667 2.255  0.033
Br: -6.291 6.572 3.409  -0.009
H: -8.212 5.081 3.971  0.366
C: -1.877 -4.438 -1.485  0.924
Br: -1.632 -2.907 -2.659  0.015
Br: -0.196 -5.346 -1.118  0.013
Br: -2.810 -3.953 0.152  -0.094
H: -2.516 -5.150 -2.017  -0.924
C: 3.494 -3.214 2.990  -0.031
Br: 5.013 -4.172 2.243  0.032
Br: 3.326 -3.505 4.906  0.061
Br: 3.542 -1.321 2.546  0.023
H: 2.594 -3.629 2.524  -0.092
C: 3.355 3.217 -6.739  -0.427
Br: 4.483 2.586 -5.285  0.220
Br: 1.696 2.208 -6.858  -0.016
Br: 3.031 5.132 -6.625  -0.017
H: 3.904 3.041 -7.669  0.328
C: 6.173 6.132 -8.962  -0.246
Br: 6.919 7.580 -7.899  -0.005
Br: 6.714 6.249 -10.827  -0.023
Br: 6.579 4.389 -8.199  0.010
H: 5.084 6.246 -8.937  0.256
C: -0.102 -7.733 2.261  -0.239
Br: 0.455 -9.011 0.905  -0.008
Br: -0.704 -8.617 3.886  -0.047
Br: 1.282 -6.414 2.625  0.080
H: -0.962 -7.190 1.855  0.218
C: -3.545 -1.655 5.323  0.665
Br: -2.417 -2.285 6.777  -0.064
Br: -5.204 -2.664 5.204  -0.049
Br: -3.869 0.260 5.437  -0.018
H: -2.996 -1.831 4.393  -0.602
C: -2.202 10.138 -0.221  -0.380
Br: -1.645 8.860 -1.577  0.001
Br: -2.804 9.254 1.404  -0.006
Br: -0.818 11.456 0.143  -0.032
H: -3.062 10.681 -0.627  0.413
C: 4.517 -5.681 7.879  -0.200
Br: 4.100 -3.898 8.536  -0.041
Br: 6.119 -6.404 8.715  -0.040
Br: 3.003 -6.889 8.051  0.018
H: 4.730 -5.586 6.809  0.235
C: -2.100 -0.187 -7.051  0.314
Br: -3.925 -0.622 -7.562  -0.047
Br: -0.818 -1.440 -7.808  -0.039
Br: -1.648 1.656 -7.478  -0.063
H: -2.040 -0.287 -5.962  -0.186
C: -3.605 -8.619 -2.986  0.199
Br: -5.162 -9.288 -2.031  0.010
Br: -3.719 -6.703 -3.302  -0.042
Br: -1.945 -9.109 -2.098  0.047
H: -3.599 -9.105 -3.967  -0.253
C: 8.370 -3.058 0.255  -0.351
Br: 7.658 -4.868 0.254  -0.070
Br: 10.303 -3.040 0.042  -0.042
Br: 7.486 -1.932 -1.063  0.200
H: 8.153 -2.629 1.239  0.335
C: -3.545 -9.879 -7.454  -0.357
Br: -2.417 -10.510 -6.000  -0.025
Br: -5.204 -10.889 -7.573  0.000
Br: -3.869 -7.965 -7.340  0.005
H: -2.996 -10.056 -8.385  0.358
C: -6.030 -9.157 2.237  -0.388
Br: -6.742 -10.967 2.236  -0.021
Br: -4.097 -9.139 2.023  0.103
Br: -6.914 -8.031 0.919  -0.029
H: -6.247 -8.729 3.221  0.353
C: 7.439 -9.848 7.271  0.049
Br: 7.025 -9.442 5.414  0.009
Br: 6.706 -11.564 7.819  -0.010
Br: 9.348 -9.729 7.630  -0.012
H: 6.951 -9.082 7.883  -0.042

[2]
This record from the Open Molecules 2025 dataset describes a molecular structure, C41H59BiN7OPS3Si at a distorted geometry. The level of theory is ωB97M-V/def2-TZVPD.

- gap between HOMO and LUMO (eV) = 4.5
- ΔE to the lowest compared entry with this formula, charge and spin (kcal/mol) = 45.4
- E_HOMO (Ha) = -0.017
- net charge = -2

Last column: Mulliken charge in e.
Atoms and positions in Å:
Bi: -8.884 -16.980 9.634  2.361
O: -10.377 -18.481 9.005  -0.736
C: -10.247 -19.720 8.548  0.070
C: -10.415 -19.956 7.180  -0.040
C: -10.162 -21.197 6.604  -0.744
C: -9.791 -22.265 7.390  -0.899
C: -9.598 -22.062 8.760  -0.811
C: -9.782 -20.804 9.334  0.771
C: -9.523 -20.620 10.774  -0.503
N: -9.082 -19.555 11.391  0.790
C: -8.863 -19.943 12.668  -0.390
C: -9.158 -21.262 12.824  -1.076
N: -9.533 -21.677 11.592  -0.027
H: -10.623 -19.130 6.546  0.317
H: -10.146 -21.304 5.519  0.355
H: -9.747 -23.183 6.869  0.414
H: -9.276 -22.904 9.368  0.389
H: -8.636 -19.195 13.389  0.377
H: -9.177 -21.952 13.633  0.494
H: -9.958 -22.577 11.433  0.270
C: -2.952 -15.437 8.478  -0.755
N: -3.523 -14.962 9.690  0.364
C: -2.880 -14.202 10.675  -0.652
C: -3.800 -13.907 11.589  -0.383
N: -5.028 -14.487 11.199  0.671
C: -4.872 -15.122 9.988  -1.056
S: -5.971 -15.878 8.999  -0.147
C: -6.224 -14.450 11.920  -0.868
C: -6.575 -15.534 12.672  1.200
C: -7.694 -15.463 13.471  -0.535
C: -8.437 -14.314 13.406  -0.216
C: -8.037 -13.287 12.538  -0.664
N: -6.907 -13.329 11.825  -0.543
H: -1.887 -15.412 8.590  0.354
H: -3.255 -14.802 7.652  0.278
H: -3.221 -16.473 8.263  0.214
H: -1.843 -13.985 10.647  0.462
H: -3.686 -13.425 12.540  0.418
H: -5.926 -16.419 12.632  0.100
H: -7.945 -16.324 14.056  0.363
H: -9.377 -14.218 13.937  0.411
H: -8.682 -12.466 12.391  0.473
S: -7.719 -18.018 7.516  -0.369
C: -6.085 -18.612 7.347  0.165
C: -5.434 -18.301 6.164  -0.543
C: -4.138 -18.661 5.901  -0.581
C: -3.418 -19.368 6.884  -0.603
C: -4.078 -19.830 7.981  -0.500
C: -5.396 -19.530 8.238  -0.441
H: -5.930 -17.666 5.445  0.312
H: -3.605 -18.284 5.043  0.321
H: -2.378 -19.559 6.727  0.379
H: -3.597 -20.490 8.679  0.405
H: -5.879 -19.917 9.145  0.336
S: -10.372 -16.914 12.122  -0.209
C: -11.389 -15.578 12.210  0.113
N: -12.133 -14.678 12.330  -0.751
C: -12.828 -13.923 9.051  -2.003
C: -11.575 -13.213 8.570  2.830
C: -10.872 -12.666 9.793  -1.560
C: -12.015 -12.023 7.658  -2.173
P: -10.532 -14.498 7.703  -0.162
N: -9.854 -15.375 8.790  -0.232
C: -11.650 -15.543 6.604  2.829
C: -12.235 -16.616 7.534  -1.439
C: -12.836 -14.935 5.766  -1.814
C: -10.632 -16.262 5.649  -1.963
C: -9.303 -13.599 6.581  2.862
C: -8.675 -12.542 7.508  -2.045
C: -8.148 -14.506 6.182  -1.748
C: -9.853 -12.947 5.350  -1.826
H: -13.428 -13.207 9.677  0.564
H: -12.635 -14.755 9.685  0.138
H: -13.473 -14.253 8.236  0.257
H: -11.583 -11.965 10.290  0.513
H: -9.948 -12.071 9.610  0.295
H: -10.684 -13.505 10.469  -0.070
H: -12.787 -11.437 8.182  0.466
H: -12.386 -12.299 6.682  0.269
H: -11.200 -11.386 7.422  0.381
H: -12.837 -16.242 8.336  0.275
H: -11.522 -17.271 7.981  -0.137
H: -12.945 -17.230 6.920  0.518
H: -13.679 -14.655 6.394  0.313
H: -13.153 -15.750 5.101  0.550
H: -12.524 -14.046 5.164  0.224
H: -9.699 -16.573 6.142  0.179
H: -10.374 -15.642 4.786  0.172
H: -11.117 -17.161 5.278  0.702
H: -8.419 -12.953 8.500  0.232
H: -9.313 -11.679 7.662  0.326
H: -7.718 -12.210 7.075  0.642
H: -7.876 -15.248 6.959  0.182
H: -7.246 -13.938 5.938  0.563
H: -8.424 -15.125 5.309  0.196
H: -10.777 -12.372 5.517  0.189
H: -10.022 -13.640 4.516  0.247
H: -9.160 -12.161 4.949  0.419
C: -3.142 -20.835 13.369  -1.233
Si: -4.296 -19.334 13.558  0.025
C: -5.292 -19.663 15.141  -1.130
C: -3.086 -17.976 14.073  -1.041
C: -5.251 -18.755 12.197  -0.071
H: -2.558 -21.146 14.249  0.320
H: -2.465 -20.856 12.495  0.277
H: -3.810 -21.690 13.294  0.293
H: -4.825 -20.284 15.939  0.286
H: -6.212 -20.146 14.919  0.314
H: -5.590 -18.697 15.544  0.321
H: -2.322 -18.287 14.783  0.322
H: -3.695 -17.242 14.666  0.229
H: -2.689 -17.506 13.168  0.205
H: -6.228 -19.157 11.996  -0.225
H: -4.745 -18.497 11.238  0.046